The following is a DFT calculation (the ωB97M-V functional and the def2-TZVPD basis) of an isolated molecule of C19H22O5.

Positions of all 46 atoms, in Å:
1 C -3.5091 -1.2104 -2.5419
2 O -3.3846 -1.1057 -1.1465
3 C -2.7094 -0.0277 -0.6233
4 C -2.1295 0.9588 -1.4117
5 C -1.4294 2.0132 -0.8566
6 C -1.2868 2.1137 0.5183
7 C -0.4597 3.2204 1.1071
8 C 0.9850 3.0889 0.6391
9 O 1.6258 4.0419 0.2650
10 C 1.4855 1.6901 0.6585
11 C 1.3408 0.9394 1.8193
12 C 1.7423 -0.3781 1.8610
13 C 2.2694 -1.0032 0.7365
14 O 2.6212 -2.3289 0.7176
15 C 2.4600 -3.0880 1.8898
16 C 2.4400 -0.2494 -0.4373
17 O 2.9314 -0.7109 -1.6259
18 C 3.6871 -1.8982 -1.6964
19 C 2.0617 1.1007 -0.4680
20 C 2.2488 1.8390 -1.7573
21 C -1.8782 1.1452 1.3102
22 C -2.5920 0.0778 0.7742
23 O -3.0859 -0.7805 1.7138
24 C -4.0323 -1.7693 1.3766
25 H -2.5328 -1.2940 -3.0302
26 H -4.0581 -0.3627 -2.9649
27 H -4.0754 -2.1251 -2.7135
28 H -2.2120 0.9046 -2.4851
29 H -0.9853 2.7556 -1.5019
30 H -0.4827 3.1751 2.1968
31 H -0.8271 4.2015 0.7978
32 H 0.9370 1.3906 2.7114
33 H 1.6205 -0.9281 2.7795
34 H 2.7994 -4.0907 1.6330
35 H 3.0719 -2.7004 2.7107
36 H 1.4119 -3.1304 2.2025
37 H 4.1108 -1.9040 -2.7014
38 H 4.4965 -1.9067 -0.9631
39 H 3.0673 -2.7864 -1.5592
40 H 1.5454 1.4650 -2.5006
41 H 3.2510 1.6570 -2.1394
42 H 2.1060 2.9054 -1.6278
43 H -1.8025 1.1851 2.3857
44 H -4.3452 -2.1986 2.3287
45 H -3.5989 -2.5507 0.7493
46 H -4.8999 -1.3410 0.8699

Values from the calculation:
- total charge = 0
- HOMO (eV) = -7.9
- SMILES = COc1ccc(CC(=O)c2ccc(OC)c(OC)c2C)cc1OC
- spin multiplicity = 1
- E_tot (eV) = -30295.549

=====

The following is a DFT calculation (the ωB97M-V functional and the def2-TZVPD basis) of a structure of composition C19H23Br4F6MgNO9S2Si.

Positions of all 66 atoms, in Å:
1 Mg -0.4449 -0.3528 0.4672
2 C -0.0509 -0.6458 3.5279
3 O 0.3357 0.1890 2.4388
4 C 1.7365 0.3788 2.3598
5 C 2.0115 1.2374 1.1605
6 O 1.6750 0.5275 -0.0254
7 C 1.9219 1.3544 -1.1545
8 C 1.6897 0.6249 -2.4658
9 O 0.3657 0.5191 -2.9116
10 C -0.2958 1.7451 -3.1140
11 H 0.1530 -0.1253 4.4714
12 H -1.1199 -0.8150 3.4166
13 H 0.4896 -1.5907 3.4993
14 H 2.0885 0.9008 3.2611
15 H 2.2471 -0.5826 2.2849
16 H 1.4125 2.1538 1.2025
17 H 3.0815 1.4872 1.1388
18 H 1.3061 2.2561 -1.0734
19 H 2.9812 1.6514 -1.1272
20 H 2.2988 1.1384 -3.2306
21 H 2.0550 -0.3994 -2.3687
22 H 0.2760 2.3958 -3.7952
23 H -1.2576 1.5099 -3.5670
24 H -0.4921 2.2712 -2.1778
25 Br -4.6264 5.2117 0.4770
26 C -3.9250 3.4650 0.7294
27 C -4.7020 2.4575 1.2542
28 Br -6.5078 2.7856 1.7445
29 C -4.1572 1.1683 1.4199
30 Br -5.1589 -0.2452 2.1944
31 C -2.8450 0.8547 1.0650
32 O -2.3006 -0.2998 1.2326
33 C -2.0280 1.9203 0.4870
34 O -0.8159 1.6279 0.1525
35 C -2.5936 3.1836 0.3616
36 Br -1.4421 4.5384 -0.3244
37 C 1.4688 -3.6680 -3.7122
38 Si -0.3977 -3.6693 -3.4704
39 C -0.9383 -5.3655 -2.8856
40 C -1.1684 -3.2955 -5.1509
41 C -0.9464 -2.4627 -2.2266
42 C -0.9803 -1.5256 -1.3315
43 H 1.7670 -4.4410 -4.4276
44 H 1.9858 -3.8524 -2.7691
45 H 1.8066 -2.7018 -4.0946
46 H -0.8548 -6.1017 -3.6906
47 H -1.9709 -5.3311 -2.5360
48 H -0.3252 -5.6974 -2.0462
49 H -0.8602 -4.0235 -5.9064
50 H -0.8708 -2.3018 -5.4924
51 H -2.2576 -3.3073 -5.0802
52 F -0.9523 -5.3130 0.4958
53 C -0.3517 -4.4395 1.3244
54 F 0.2291 -5.1794 2.2842
55 F -1.2780 -3.6831 1.8973
56 S 0.8959 -3.4018 0.3113
57 O 0.7139 -2.0326 0.8960
58 O -1.3703 -2.9051 -0.8220
59 N 2.3002 -4.0071 0.8316
60 S 3.0294 -3.5814 2.1514
61 O 4.0647 -2.5966 1.9631
62 O 2.2246 -3.4556 3.3416
63 C 3.9868 -5.1459 2.4177
64 F 4.7008 -5.0487 3.5559
65 F 4.8541 -5.3847 1.4245
66 F 3.1934 -6.2150 2.5346

Values from the calculation:
- total charge = -2
- HOMO (eV) = -1.8
- spin multiplicity = 1
- E_tot (eV) = -371463.299

=====

The following is a DFT calculation (the ωB97M-V functional and the def2-TZVPD basis) of a structure of composition C19H23Cl5HfNP.

Positions of all 50 atoms, in Å:
1 C 0.9147 -2.5651 2.5476
2 C 1.2758 -2.6605 1.2211
3 C 0.8538 -1.6998 0.2946
4 C 0.0587 -0.6107 0.6558
5 C -0.2357 -0.5343 2.0339
6 C 0.1656 -1.4876 2.9642
7 C 1.2625 -1.9808 -1.1134
8 C 0.3760 -1.2851 -2.1351
9 N -1.1603 -1.1703 -1.8852
10 Hf -0.6928 0.6970 -1.2035
11 C -1.0699 0.5687 2.6186
12 P -1.7445 1.4765 1.1060
13 H 1.8376 -3.5050 0.8307
14 H -0.1552 -1.3318 3.9937
15 H 1.2140 -3.3177 3.2643
16 H -0.4850 1.3162 3.1748
17 H -1.8978 0.2301 3.2618
18 H 2.2658 -1.5530 -1.2795
19 H 1.3365 -3.0503 -1.3102
20 H 0.7440 -0.2038 -2.2579
21 C -2.5460 2.9397 1.8583
22 C -3.3041 0.3513 1.0974
23 H 0.4906 -1.7136 -3.1436
24 C -1.8193 -2.2400 -1.0594
25 C -1.8430 -1.1608 -3.2587
26 H -0.2373 1.9149 1.5677
27 H -2.2716 -2.9699 -1.7623
28 H -1.1036 -2.7660 -0.4129
29 H -2.6441 -1.7904 -0.4658
30 H -2.3315 -2.1368 -3.4272
31 H -2.6538 -0.4128 -3.3046
32 H -1.1157 -0.9692 -4.0698
33 H -3.8834 0.5599 2.0112
34 H -3.9297 0.5644 0.2180
35 H -3.0363 -0.7162 1.1033
36 H -3.0839 2.6718 2.7827
37 H -1.7602 3.6704 2.0905
38 H -3.2574 3.3615 1.1356
39 H -1.9160 0.9687 -2.6565
40 Cl 0.7748 2.1445 -2.7572
41 C 2.1945 2.0143 -1.5687
42 C 1.8094 1.6145 -0.3327
43 C 2.7467 1.6786 0.6983
44 Cl 2.2713 1.4659 2.3323
45 C 4.1069 1.9731 0.4282
46 Cl 5.2380 1.9761 1.7095
47 C 4.5252 2.2050 -0.9084
48 Cl 6.1734 2.5155 -1.2243
49 C 3.5395 2.3001 -1.9243
50 Cl 4.0028 2.6529 -3.5388

Values from the calculation:
- total charge = +2
- HOMO (spin up / spin down) (eV) = -14.4 / -14.4
- spin multiplicity = 1
- E_tot (eV) = -94750.384

=====

The following is a DFT calculation (the ωB97M-V functional and the def2-TZVPD basis) of a structure of composition C19H23ClN2O3S.

Positions of all 49 atoms, in Å:
1 C -3.8191 -2.5588 1.6359
2 C -3.1703 -1.1618 1.3178
3 O -2.3272 -0.9408 0.1640
4 C -3.0605 -1.2533 -1.0852
5 C -2.0964 -1.0752 -2.3250
6 H -2.6893 -1.0763 -3.0793
7 C -0.9994 -1.9598 -1.9900
8 N -0.0995 -1.5741 -1.1216
9 C 1.0883 -1.0193 -1.1884
10 O 1.7754 -0.9024 -2.1422
11 C 1.6493 -0.4534 0.3145
12 N 0.8483 0.5892 0.6689
13 C 0.0471 0.2346 1.6299
14 O -0.2182 -0.5147 2.3804
15 C -0.6610 1.7441 1.9183
16 C -1.1254 2.4432 0.9318
17 C -0.3100 3.2367 0.1489
18 C -1.0442 3.7724 -0.9959
19 C -2.1027 3.3247 -1.3092
20 S -2.5852 2.1574 0.1420
21 H -2.9626 3.3458 -2.1287
22 H -0.7218 4.6485 -1.6029
23 H 0.6038 3.8982 0.4674
24 H -1.5781 1.6052 2.8531
25 H 0.0583 2.5382 2.3703
26 H 1.1768 1.3900 0.2775
27 C 3.1881 -0.5270 0.2287
28 C 3.6790 0.8464 -0.6150
29 C 4.9133 0.9343 -0.5448
30 C 5.9208 0.1853 0.1653
31 C 5.4543 -0.6940 0.8583
32 C 4.0586 -1.1085 0.8434
33 H 3.7722 -1.8460 1.6227
34 H 6.1275 -1.5084 1.4634
35 Cl 7.5434 0.5141 0.0165
36 H 5.3943 1.9654 -1.2563
37 H 2.9768 1.2585 -1.3575
38 H 1.5134 -1.4455 1.2702
39 H -0.5895 -1.5440 -0.0975
40 H -0.4022 -1.5349 -2.9427
41 H -1.1640 -2.9522 -1.9900
42 H -1.9172 0.2038 -1.8192
43 H -4.0907 -0.6020 -1.1052
44 H -3.5069 -2.4014 -1.1393
45 H -2.7827 -0.8111 2.0842
46 H -3.9972 -0.4974 1.2322
47 H -2.9717 -3.3869 1.5891
48 H -4.2298 -2.7428 2.5574
49 H -4.5661 -2.7443 0.6839

Values from the calculation:
- total charge = 0
- HOMO (eV) = -8.4
- spin multiplicity = 1
- E_tot (eV) = -52539.506

=====

The following is a DFT calculation (the ωB97M-V functional and the def2-TZVPD basis) of a structure of composition C19H23CuNPS3Se2.

Positions of all 50 atoms, in Å:
1 Cu -0.3313 0.1712 0.0087
2 C 4.4139 2.1033 -1.7450
3 C 4.5406 1.1104 -0.6066
4 S 2.9955 0.2027 -0.2082
5 C 2.5346 0.9045 1.4045
6 C 1.8964 2.2770 1.4091
7 S 0.2471 2.3893 0.6160
8 C 0.5701 3.3390 -0.9211
9 C 1.6661 2.8231 -1.8322
10 S 3.3127 3.5210 -1.4045
11 H 4.0688 1.6228 -2.6592
12 H 5.3904 2.5568 -1.9193
13 H 4.8728 1.6052 0.3022
14 H 5.2640 0.3417 -0.8845
15 H 3.4352 0.9329 2.0166
16 H 1.8482 0.1663 1.8244
17 H 2.5128 3.0314 0.9232
18 H 1.7134 2.5572 2.4471
19 H 0.7604 4.3690 -0.6194
20 H -0.3859 3.2936 -1.4440
21 H 1.4522 3.1330 -2.8570
22 H 1.7382 1.7383 -1.7779
23 Se -2.7142 -0.0514 0.0774
24 P -2.5268 -0.1339 2.2498
25 Se -0.5556 -0.3045 3.0795
26 C -3.4313 -1.6045 2.8635
27 C -3.4135 -1.8746 4.2269
28 C -3.9761 -3.0429 4.7039
29 C -4.5520 -3.9479 3.8264
30 C -4.5640 -3.6823 2.4676
31 C -4.0006 -2.5140 1.9845
32 C -3.2844 1.3955 2.9238
33 C -3.0477 1.7490 4.2459
34 C -3.4922 2.9667 4.7235
35 C -4.1617 3.8410 3.8833
36 C -4.3950 3.4906 2.5648
37 C -3.9679 2.2659 2.0870
38 H -2.9286 -1.1886 4.9060
39 H -3.9548 -3.2525 5.7634
40 H -4.9772 -4.8676 4.2018
41 H -5.0081 -4.3890 1.7807
42 H -3.9869 -2.3068 0.9210
43 H -2.4832 1.0918 4.8906
44 H -3.2915 3.2385 5.7491
45 H -4.4888 4.8007 4.2533
46 H -4.8953 4.1791 1.9012
47 H -4.1434 1.9910 1.0560
48 N 0.0027 -2.7365 0.2234
49 C 0.2261 -1.6279 -0.0395
50 H -0.2510 -3.6502 0.5252

Values from the calculation:
- total charge = 0
- HOMO (eV) = -7.5
- spin multiplicity = 1
- E_tot (eV) = -238694.421

=====

The following is a DFT calculation (the ωB97M-V functional and the def2-TZVPD basis) of a cluster of 4 separate species, C19H23F24O4PS2Si in total.

Positions of all 74 atoms, in Å:
1 F 2.2721 -7.4693 5.0953
2 C 1.6312 -6.3690 4.6623
3 F 0.7631 -6.7392 3.6925
4 C 2.6048 -5.3455 4.0704
5 F 3.1464 -5.8157 2.9299
6 F 1.8210 -4.2729 3.7304
7 C 3.7093 -4.7865 4.9770
8 O 4.9992 -5.3583 4.8897
9 C 5.3542 -6.4768 5.5933
10 F 4.4459 -6.7840 6.5357
11 F 6.5113 -6.1910 6.2320
12 C 5.6556 -7.6749 4.6794
13 F 4.6158 -7.9340 3.8657
14 F 5.8786 -8.7618 5.4492
15 H 1.0670 -5.9279 5.4882
16 H 3.8556 -3.7663 4.6245
17 H 3.3709 -4.7078 6.0111
18 H 6.5401 -7.4669 4.0747
19 F 2.6368 5.2802 0.1736
20 C 3.4515 5.0162 -0.8670
21 F 3.9554 6.1882 -1.3132
22 C 2.6965 4.3383 -2.0143
23 F 1.8138 5.1988 -2.5611
24 F 3.6488 4.0794 -2.9595
25 C 2.0104 2.9962 -1.7302
26 O 0.6253 3.0054 -1.4436
27 C 0.1229 3.2204 -0.1948
28 F 1.0808 3.1485 0.7492
29 F -0.7524 2.2128 0.0538
30 C -0.6850 4.5201 -0.1019
31 F 0.0470 5.5755 -0.5033
32 F -1.0503 4.7248 1.1871
33 H 4.2780 4.3861 -0.5283
34 H 2.0733 2.4551 -2.6731
35 H 2.5712 2.4084 -1.0020
36 H -1.5747 4.4486 -0.7195
37 F -2.3475 4.9337 -6.2483
38 C -1.7143 4.9589 -5.0605
39 F -0.6257 4.1633 -5.1449
40 C -2.6135 4.4342 -3.9362
41 F -2.8457 3.1203 -4.0947
42 F -1.8612 4.5772 -2.7955
43 C -3.9345 5.1658 -3.6621
44 O -5.1202 4.6305 -4.2144
45 C -5.5327 4.9165 -5.4866
46 F -4.8403 5.9385 -6.0197
47 F -6.8243 5.3106 -5.4033
48 C -5.5207 3.6809 -6.4004
49 F -4.3069 3.1034 -6.4142
50 F -5.8250 4.0704 -7.6581
51 H -1.3872 5.9796 -4.8448
52 H -4.0834 5.0621 -2.5880
53 H -3.8437 6.2355 -3.8569
54 H -6.2588 2.9556 -6.0533
55 C -0.3168 -4.6515 1.1132
56 C -1.5782 -4.1798 1.2865
57 Si -2.0161 -2.4135 1.5223
58 S -3.1139 -2.2528 3.3953
59 C -0.5912 -1.2040 1.6445
60 C 0.6032 -1.3319 0.6957
61 O 0.3324 -0.9708 -0.6426
62 P -3.5450 -1.9374 -0.0813
63 S -2.8375 -1.1989 -1.7462
64 H 0.4412 -4.4754 1.8729
65 H -0.0366 -5.2284 0.2349
66 H -2.4069 -4.8937 1.2638
67 H -3.0284 -0.9258 3.5595
68 H -0.9751 -0.1793 1.5840
69 H -0.1988 -1.3166 2.6615
70 H 1.0330 -2.3321 0.6813
71 H 1.3854 -0.6642 1.0858
72 H -0.1192 -0.1225 -0.6381
73 H -4.2062 -3.1598 -0.3106
74 H -4.5311 -1.1537 0.5461

Values from the calculation:
- total charge = 0
- HOMO (eV) = -8.2
- SMILES = FC(F)C(F)(F)COC(F)(F)C(F)F.FC(F)C(F)(F)COC(F)(F)C(F)F.FC(F)C(F)(F)COC(F)(F)C(F)F.C=C[Si@@](S)(CCO)[PH2]=S
- spin multiplicity = 1
- E_tot (eV) = -132321.354